(1)
Formula: C6H9N3O2
Source: the OMol25 dataset
Level of theory: the ωB97M-V functional and the def2-TZVPD basis

Properties
Gap between HOMO and LUMO ... 0.3120 hartree
LUMO energy ... 0.153 eV

Element x y z (Å)
C1 2.0900 -0.0250 1.1062
C2 1.6328 0.1983 -0.3244
C3 0.1555 0.1814 -0.3132
C4 -0.7597 1.3366 -0.3240
C5 -2.7501 -0.1388 0.1007
C6 -0.6498 -1.0417 -0.3588
H1 2.0600 -1.1141 1.2249
H2 3.0157 0.3653 1.2700
H3 1.4211 0.5532 1.7083
H4 1.9328 1.1549 -0.7569
H5 2.0459 -0.5679 -0.9787
H6 0.6350 2.5902 -0.4221
H7 -2.7624 1.9375 0.0459
H8 0.9325 -2.3625 -0.5399
H9 -0.6623 -3.0933 -0.6132
N1 -2.0890 1.1385 -0.0389
N2 -1.8996 -1.1946 -0.0465
N3 -0.0449 -2.3091 -0.6854
O1 -0.3764 2.5641 -0.5545
O2 -3.9270 -0.1729 0.5005

=====

(2)
Formula: C6H9N3O2
Source: the OMol25 dataset
Level of theory: the ωB97M-V functional and the def2-TZVPD basis

Properties
Gap between HOMO and LUMO ... 0.2970 hartree
LUMO energy ... 0.673 eV

Element x y z (Å)
C1 1.6661 2.8874 -0.1407
C2 1.9230 1.7823 1.7807
C3 0.6259 1.8048 1.5081
C4 -1.6863 -2.6368 -0.7255
C5 -1.0689 -1.8368 0.1697
C6 -0.3585 -0.6889 -0.2756
H1 1.7015 3.9822 -0.2152
H2 1.8674 2.4335 -1.1174
H3 2.4864 1.3651 2.5996
H4 -0.2387 1.4003 2.0239
H5 -2.5667 -3.8741 0.6404
H6 -2.4496 -4.4993 -0.9245
H7 -1.0243 -1.6836 -2.3951
H8 -2.4109 -2.6567 -2.6173
H9 -1.0952 -2.0601 1.2402
N1 -2.5313 -3.6700 -0.3609
N2 -1.5456 -2.5068 -2.0930
N3 0.2075 0.2321 -0.7087
O1 2.6368 2.4402 0.7999
O2 0.3893 2.4766 0.3255

=====

(3)
Formula: C6H9N3O2
Source: the OMol25 dataset
Level of theory: the ωB97M-V functional and the def2-TZVPD basis

Properties
Gap between HOMO and LUMO ... 0.3443 hartree
LUMO energy ... 0.666 eV

Element x y z (Å)
C1 -1.3878 0.8751 -0.0001
C2 -1.8382 -0.5405 0.2625
C3 -0.2522 0.9195 -1.0237
C4 1.0027 0.1847 -0.4719
C5 1.0792 -1.1832 -0.2896
C6 2.9204 -0.1224 0.3257
H1 -0.1194 1.3809 1.4273
H2 -1.7540 1.5595 1.8245
H3 -2.1794 1.3667 -0.5299
H4 -0.0056 1.9629 -1.0580
H5 -0.5812 0.5972 -2.1233
H6 0.5564 -2.1129 -0.5667
H7 3.8275 0.0616 1.0752
H8 2.5421 -2.2346 0.5854
H9 -3.0234 -1.6488 -0.8845
N1 -1.0079 1.6742 1.1113
N2 2.2313 0.8607 -0.2851
N3 2.2535 -1.3094 0.3710
O1 -1.8946 -1.3145 1.1834
O2 -2.3693 -0.9769 -0.9335

=====

Least stable: (2)

=====

(1)
Formula: C44H88O33
Source: the OMol25 dataset
Level of theory: the ωB97M-V functional and the def2-TZVPD basis

Properties
Gap between HOMO and LUMO ... 0.4038 hartree
LUMO energy ... 0.419 eV

Element x y z (Å)
C1 3.1439 -1.2676 8.3638
C2 2.5774 -2.1496 7.2292
O1 1.1343 -2.1044 7.1642
C3 0.5088 -2.1513 6.0099
O2 1.0215 -2.1959 4.9142
O3 -0.7830 -2.2315 6.2622
C4 -1.6976 -2.2946 5.1627
H1 4.1765 -1.0330 8.2033
H2 3.0925 -1.8383 9.3217
H3 2.4441 -0.4350 8.5686
H4 2.8588 -3.2202 7.4068
H5 2.9595 -1.7600 6.3301
H6 -1.3675 -3.0826 4.5182
H7 -1.6150 -1.4161 4.5546
H8 -2.6977 -2.4144 5.5045
C5 0.0373 1.5505 5.9593
C6 -1.2818 1.9418 5.2936
O4 -0.9809 2.3845 3.9591
C7 -2.0293 2.8482 3.2578
O5 -3.1828 3.0031 3.6332
O6 -1.5887 3.2116 2.0304
C8 -2.3869 4.1939 1.2751
H9 0.7662 2.3407 5.8400
H10 0.4870 0.6434 5.6151
H11 -0.1851 1.4876 7.0286
H12 -1.6962 2.8137 5.8155
H13 -2.0500 1.1764 5.2013
H14 -2.6408 5.1047 1.8346
H15 -3.2344 3.6689 0.8948
H16 -1.7547 4.5770 0.4343
C9 3.8852 -2.2642 -1.2280
C10 4.0604 -3.5808 -1.8979
O7 3.1275 -3.8027 -2.9402
C11 2.0109 -4.4767 -2.7906
O8 1.4782 -4.7890 -1.7524
O9 1.6387 -4.8307 -4.0407
C12 0.3468 -5.3721 -4.1311
H17 2.9068 -2.2923 -0.7183
H18 3.8851 -1.4006 -1.8879
H19 4.6711 -2.1189 -0.5395
H20 4.0354 -4.3935 -1.1944
H21 5.0469 -3.6231 -2.4304
H22 -0.3406 -4.6477 -3.7224
H23 0.3233 -6.2275 -3.4139
H24 0.1351 -5.5947 -5.1339
C13 0.8214 -1.1604 -3.0360
C14 -0.1407 -0.0308 -3.3675
O10 -0.1136 0.2882 -4.7477
C15 0.7581 1.2383 -5.1274
O11 1.6207 1.7477 -4.4538
O12 0.5267 1.4809 -6.4419
C16 1.1395 2.5876 -7.0339
H25 1.7544 -0.8585 -3.5147
H26 0.5366 -2.1078 -3.5276
H27 1.0370 -1.3017 -2.0153
H28 0.1573 0.8443 -2.8075
H29 -1.2001 -0.2028 -3.1923
H30 2.0850 2.2758 -7.5518
H31 1.3896 3.1849 -6.1541
H32 0.4745 3.0709 -7.7501
C17 -1.2918 6.0356 -4.1363
C18 0.0768 5.4649 -4.3796
O13 0.7416 5.0201 -3.2100
C19 0.0324 4.0303 -2.6209
O14 -0.8416 3.4040 -3.1416
O15 0.3858 3.9048 -1.3857
C20 0.1662 2.6536 -0.7276
H33 -1.4952 6.7817 -4.8716
H34 -1.1980 6.5860 -3.1948
H35 -2.0218 5.2106 -3.9571
H36 0.7636 6.2409 -4.7279
H37 0.1264 4.6865 -5.2272
H38 -0.8043 2.2414 -1.0060
H39 0.1219 2.8092 0.3312
H40 0.9863 2.0223 -1.0204
C21 -6.1493 5.0949 3.2775
C22 -5.9484 4.2414 2.0443
O16 -5.6699 5.1019 0.9996
C23 -5.1492 4.5837 -0.0740
O17 -5.0145 3.4034 -0.2666
O18 -4.7491 5.5278 -0.8950
C24 -4.2965 5.1039 -2.2025
H41 -7.0044 5.7911 3.2873
H42 -5.2573 5.6807 3.4967
H43 -6.3123 4.4001 4.0874
H44 -6.8859 3.6800 1.8313
H45 -5.1236 3.5714 2.2521
H46 -4.6406 4.1169 -2.3909
H47 -3.1997 5.1661 -2.2860
H48 -4.8080 5.8144 -2.8862
C25 -2.4371 -3.6658 -0.3022
C26 -2.6082 -2.5340 -1.2793
O19 -2.0651 -2.9172 -2.5675
C27 -2.6498 -2.4546 -3.6997
O20 -3.6717 -1.8197 -3.6545
O21 -2.0099 -2.7486 -4.8071
C28 -2.7049 -2.3064 -6.0380
H49 -1.4146 -3.7761 0.1180
H50 -2.7536 -4.6692 -0.6999
H51 -3.0561 -3.3392 0.5296
H52 -2.0848 -1.5949 -1.0526
H53 -3.6469 -2.2568 -1.4372
H54 -3.7573 -2.6938 -5.9991
H55 -2.0820 -2.7170 -6.7631
H56 -2.6781 -1.2343 -6.2345
C29 4.0742 -0.7953 2.8612
C30 5.2818 0.1380 2.9359
O22 6.2616 -0.5253 2.1282
C31 7.3740 0.1763 1.8624
O23 7.6936 1.1590 2.4999
O24 8.0352 -0.2847 0.7694
C32 9.1313 0.4532 0.3355
H57 4.4274 -1.7721 3.2020
H58 3.6151 -0.8828 1.8918
H59 3.2419 -0.3894 3.4469
H60 5.6196 0.2268 3.9436
H61 5.1620 1.1198 2.5068
H62 8.8755 1.4730 0.0590
H63 9.4900 0.0249 -0.5747
H64 9.9757 0.4233 1.0317
C33 -3.4621 1.5210 -3.9285
C34 -4.8874 1.5563 -3.6023
O25 -5.5040 2.8052 -4.0721
C35 -6.8394 2.8938 -4.0861
O26 -7.4005 3.8459 -4.5454
O27 -7.4317 1.8050 -3.5969
C36 -8.8073 1.6626 -4.1036
H65 -2.9756 0.6648 -3.4360
H66 -2.8922 2.3458 -3.5763
H67 -3.2628 1.4296 -5.0132
H68 -4.9271 1.5247 -2.5261
H69 -5.4344 0.7911 -4.0775
H70 -8.8739 1.8557 -5.1937
H71 -9.3868 2.4297 -3.5503
H72 -9.2095 0.6852 -3.8175
C37 8.4196 -4.6444 3.6248
C38 8.2513 -5.5962 2.4402
O28 7.0541 -5.3448 1.6531
C39 5.8931 -5.8572 2.0381
O29 5.7152 -6.6734 2.9276
O30 4.9691 -5.3058 1.2530
C40 3.5925 -5.4879 1.6449
H73 9.1947 -5.0673 4.2484
H74 7.5701 -4.6545 4.3228
H75 8.6262 -3.6294 3.3692
H76 8.2408 -6.6298 2.7764
H77 9.0635 -5.5530 1.7627
H78 3.3878 -4.9131 2.5603
H79 3.4454 -6.5227 1.6733
H80 3.0228 -5.1307 0.7938
C41 0.5351 -2.0858 1.5207
C42 0.2235 -0.7540 2.0605
O31 -0.6425 -0.0267 1.0707
C43 -1.9406 0.1520 1.4331
O32 -2.4040 -0.1577 2.5019
O33 -2.6180 0.5685 0.4060
C44 -4.0266 0.6369 0.5516
H81 -0.3390 -2.6985 1.4351
H82 1.1990 -2.5228 2.2556
H83 1.1441 -2.1527 0.5854
H84 1.0074 -0.0779 2.3852
H85 -0.4695 -0.9368 2.9264
H86 -4.5219 -0.3040 0.6804
H87 -4.3405 1.2076 -0.3075
H88 -4.2288 1.1655 1.4760

=====

(2)
Formula: C44H88O33
Source: the OMol25 dataset
Level of theory: the ωB97M-V functional and the def2-TZVPD basis

Properties
Gap between HOMO and LUMO ... 0.3864 hartree
LUMO energy ... 0.398 eV

Element x y z (Å)
C1 -3.8292 5.6691 7.5330
C2 -3.0787 4.9204 6.4480
O1 -3.9862 4.0899 5.7314
C3 -3.5457 3.5799 4.5854
O2 -2.4402 3.6524 4.1327
O3 -4.6073 3.0423 4.0047
C4 -4.5141 2.5087 2.6940
H1 -3.2125 6.4270 8.0127
H2 -4.2279 4.9680 8.2648
H3 -4.6513 6.2271 7.0813
H4 -2.2036 4.3973 6.8373
H5 -2.6602 5.6404 5.7383
H6 -4.3776 3.2692 1.9292
H7 -5.3937 1.9186 2.4411
H8 -3.7293 1.7531 2.6791
C5 -5.7304 -7.5051 3.7408
C6 -5.6781 -7.1609 2.2641
O4 -6.1409 -5.8306 2.0388
C7 -5.3197 -4.8029 1.8609
O5 -5.6804 -3.7760 1.3566
O6 -4.0903 -5.0612 2.3341
C8 -3.0755 -4.1120 2.0842
H9 -5.1285 -6.8824 4.4001
H10 -5.4431 -8.5565 3.8212
H11 -6.7443 -7.4390 4.1427
H12 -6.2326 -7.9187 1.7127
H13 -4.6510 -7.2724 1.9143
H14 -3.4472 -3.1087 1.8862
H15 -2.4437 -4.5165 1.2923
H16 -2.3552 -3.9446 2.8904
C9 2.3600 0.8924 -10.9655
C10 2.0975 2.1199 -10.0888
O7 2.8324 2.0881 -8.8760
C11 2.5072 1.1492 -7.9862
O8 1.4468 0.5912 -7.9181
O9 3.4618 1.1359 -7.0677
C12 3.3025 0.1950 -5.9922
H17 3.4213 0.8335 -11.2087
H18 1.7464 0.9536 -11.8654
H19 2.1334 -0.0959 -10.5570
H20 1.0475 2.3877 -9.9900
H21 2.5301 2.9098 -10.7029
H22 3.1741 -0.8125 -6.3797
H23 2.4200 0.5113 -5.4322
H24 4.2007 0.3203 -5.3961
C13 -5.8139 1.9823 -3.7084
C14 -5.0104 1.3103 -4.8196
O10 -3.8127 2.0463 -5.0909
C15 -2.6307 1.4986 -4.8315
O11 -2.3980 0.4907 -4.2208
O12 -1.7643 2.2714 -5.4747
C16 -0.4050 1.8689 -5.4632
H25 -5.2761 1.7940 -2.7829
H26 -6.8443 1.6371 -3.6949
H27 -5.8226 3.0489 -3.9335
H28 -5.5132 1.2353 -5.7867
H29 -4.7390 0.2699 -4.6227
H30 0.0542 1.6877 -4.4908
H31 0.2980 2.5458 -5.9489
H32 -0.3486 0.9738 -6.0846
C17 1.3924 -0.4914 -2.5613
C18 0.4581 0.5487 -1.9635
O13 0.3158 0.5402 -0.5402
C19 -0.5793 -0.2340 0.0548
O14 -1.2258 -1.0642 -0.5182
O15 -0.7025 0.2246 1.2993
C20 -1.8324 -0.2048 2.0375
H33 1.6003 -0.1283 -3.5700
H34 0.8743 -1.4398 -2.7024
H35 2.2751 -0.6518 -1.9455
H36 -0.5602 0.4356 -2.3557
H37 0.6356 1.5871 -2.2484
H38 -1.8029 0.2228 3.0353
H39 -1.9139 -1.2913 2.0096
H40 -2.7179 0.1960 1.5347
C21 2.0843 -6.8793 1.0119
C22 2.2168 -5.4712 0.4814
O16 2.5965 -5.4493 -0.8768
C23 2.8495 -4.2435 -1.4117
O17 2.8177 -3.2080 -0.8079
O18 3.1771 -4.4577 -2.6638
C24 3.6582 -3.3430 -3.4291
H41 3.0580 -7.3712 1.0895
H42 1.4732 -7.5286 0.3871
H43 1.7091 -6.8021 2.0317
H44 2.8253 -4.8827 1.1729
H45 1.2329 -5.0052 0.6190
H46 3.5840 -3.6027 -4.4816
H47 4.6909 -3.2044 -3.1241
H48 3.0142 -2.4770 -3.2961
C25 5.9442 -0.6276 -2.4905
C26 6.3331 0.6574 -3.2078
O19 7.6011 0.4349 -3.8336
C27 7.6285 0.0902 -5.1113
O20 6.6648 -0.4528 -5.6413
O21 8.7402 0.3997 -5.6899
C28 8.9487 0.1760 -7.0864
H49 4.8718 -0.7748 -2.3430
H50 6.4791 -0.7634 -1.5509
H51 6.1704 -1.4788 -3.1333
H52 6.3842 1.5600 -2.6077
H53 5.5664 0.8177 -3.9675
H54 10.0293 0.1309 -7.1900
H55 8.5152 0.9692 -7.6870
H56 8.5533 -0.8056 -7.3432
C29 4.0585 1.6295 -0.3272
C30 4.3593 2.6128 0.7964
O22 3.1868 2.5717 1.6263
C31 3.1148 3.2339 2.7698
O23 3.9885 3.8534 3.3192
O24 1.9504 3.0301 3.3887
C32 0.7709 2.6589 2.6949
H57 5.0369 1.3520 -0.7211
H58 3.3613 2.0557 -1.0471
H59 3.6044 0.7162 0.0541
H60 4.5511 3.6178 0.4265
H61 5.1817 2.2207 1.3943
H62 0.8809 2.1793 1.7281
H63 0.0578 3.4871 2.6703
H64 0.1486 1.9909 3.2979
C33 2.2397 -0.9010 1.6294
C34 3.4237 -1.2839 2.4720
O25 3.2220 -0.6669 3.7693
C35 3.6323 -1.3589 4.8324
O26 4.2093 -2.4173 4.7837
O27 3.3359 -0.6948 5.9397
C36 4.1011 -1.0019 7.1011
H65 2.0159 0.1643 1.5657
H66 1.2966 -1.2394 2.0688
H67 2.2716 -1.3172 0.6233
H68 4.4099 -0.9221 2.1656
H69 3.6038 -2.3487 2.6188
H70 3.5956 -1.8340 7.5893
H71 4.1817 -0.1076 7.7119
H72 5.1271 -1.3047 6.8881
C37 -5.1412 -0.2190 4.8664
C38 -4.8562 -0.1090 6.3675
O28 -6.0693 -0.3530 7.0663
C39 -6.2036 -1.3655 7.9017
O29 -5.2966 -2.0068 8.3643
O30 -7.5008 -1.5035 8.1395
C40 -7.8444 -2.5496 9.0572
H73 -4.2570 0.0593 4.2977
H74 -6.0756 0.3019 4.6672
H75 -5.3476 -1.2634 4.6205
H76 -4.2579 0.7485 6.6772
H77 -4.1963 -0.9183 6.7074
H78 -8.8495 -2.4315 9.4531
H79 -7.1299 -2.6148 9.8725
H80 -7.8702 -3.4622 8.4599
C41 1.6945 4.8391 -0.8528
C42 0.3125 5.3794 -0.4564
O31 -0.4679 4.2235 -0.1320
C43 -1.3394 3.7974 -1.0592
O32 -1.3605 4.1718 -2.2007
O33 -2.0766 2.8608 -0.5012
C44 -2.9956 2.0919 -1.2434
H81 2.3454 5.5217 -1.4014
H82 1.6231 3.9377 -1.4588
H83 2.1840 4.6142 0.0973
H84 -0.0701 5.9806 -1.2788
H85 0.4062 5.9897 0.4368
H86 -2.7468 1.0321 -1.3041
H87 -3.2828 2.5318 -2.1958
H88 -3.9202 2.0663 -0.6554

=====

Least stable: (2)

=====

(1)
Formula: C3H5FOS
Source: the OMol25 dataset
Level of theory: the ωB97M-V functional and the def2-TZVPD basis

Properties
Gap between HOMO and LUMO ... 0.3011 hartree
LUMO energy ... -0.863 eV

Element x y z (Å)
C1 -0.2705 -0.6294 0.7769
C2 0.0233 0.5375 -0.3217
C3 1.3224 0.5108 -0.6226
H1 -2.4599 -0.4819 0.2489
H2 0.5172 -0.5056 1.7539
H3 -0.3539 -1.7657 0.2692
H4 -0.6532 1.3770 0.0196
H5 1.6086 -0.2795 -1.4395
O1 -1.7271 -0.2494 1.0684
F1 -0.5512 -0.1437 -1.4309
S1 2.5443 1.6299 -0.3222

=====

(2)
Formula: C3H5FOS
Source: the OMol25 dataset
Level of theory: the ωB97M-V functional and the def2-TZVPD basis

Properties
Gap between HOMO and LUMO ... 0.3939 hartree
LUMO energy ... 0.744 eV

Element x y z (Å)
C1 -1.2489 0.2311 -0.1152
C2 0.1388 0.7823 -0.4234
C3 1.0531 0.0255 0.4514
H1 -0.6021 -2.1664 -0.0823
H2 -0.1158 1.8383 -0.2139
H3 0.5901 0.5758 -1.3903
H4 0.7328 -0.1398 1.4502
H5 2.0665 0.4920 0.4358
O1 -2.1620 1.0047 0.1116
F1 1.3539 -1.2103 -0.1998
S1 -1.8064 -1.4332 -0.0242

=====

Least stable: (1)

=====

(1)
Formula: C3H5FOS
Source: the OMol25 dataset
Level of theory: the ωB97M-V functional and the def2-TZVPD basis

Properties
Gap between HOMO and LUMO ... 0.3552 hartree
LUMO energy ... 0.707 eV

Element x y z (Å)
C1 -0.7309 -0.2642 0.5864
C2 0.5188 0.5740 0.3421
C3 0.5382 -0.9103 0.2134
H1 -1.6175 0.7754 -1.2479
H2 -0.9633 -0.4578 1.6454
H3 0.9790 0.9781 1.2595
H4 1.1249 0.9308 -1.4469
H5 1.0575 -1.5152 0.9120
O1 0.6093 1.3698 -0.7469
F1 0.6840 -1.3545 -1.0696
S1 -2.2001 -0.1261 -0.4475

=====

(2)
Formula: C3H5FOS
Source: the OMol25 dataset
Level of theory: the ωB97M-V functional and the def2-TZVPD basis

Properties
Gap between HOMO and LUMO ... 0.3422 hartree
LUMO energy ... 0.009 eV

Element x y z (Å)
C1 -0.0708 -0.3683 0.7329
C2 -0.3818 0.8441 -0.0742
C3 -0.3002 0.3761 -1.5273
H1 -1.9058 -0.2318 1.0001
H2 0.3128 1.5697 0.2384
H3 -1.3109 1.3838 0.1366
H4 -0.9941 -0.3539 -1.6818
H5 0.7225 0.0310 -1.7304
O1 -1.1998 -0.7707 1.4052
F1 -0.4864 1.6269 -2.3525
S1 1.3543 -0.9992 1.0737

=====

Least stable: (1)